Molecular formula: C20H31N2O3
Method: DFT, ωB97M-V/def2-TZVPD

Computed properties:
E_tot = -30360.6348 eV
charge = +1
lowest unoccupied orbital energy = -0.071 Ha
multiplicity = 1
frontier orbital gap = 8.9 eV
SMILES string = COc1cccc(C[N@H+]2CCC[C@H](C(=O)N3CCCCC3)C2)c1OC

Geometry (Å):
1 C 4.292 1.627 3.009
2 O 3.683 0.725 2.112
3 C 2.727 -0.127 2.574
4 C 2.270 -0.122 3.888
5 C 1.300 -1.007 4.325
6 C 0.759 -1.923 3.447
7 C 1.196 -1.950 2.131
8 C 0.646 -2.936 1.139
9 N -0.138 -2.240 0.091
10 C -0.403 -3.077 -1.091
11 C -1.030 -2.233 -2.194
12 C -2.307 -1.558 -1.700
13 C -2.028 -0.750 -0.422
14 C -1.072 0.407 -0.727
15 O 0.149 0.215 -0.666
16 N -1.585 1.584 -1.067
17 C -3.007 1.884 -1.156
18 C -3.242 3.160 -1.966
19 C -2.359 3.139 -3.209
20 C -0.877 3.169 -2.806
21 C -0.696 2.696 -1.361
22 C -1.392 -1.675 0.621
23 C 2.176 -1.059 1.673
24 O 2.483 -1.224 0.353
25 C 3.421 -0.396 -0.307
26 H 3.569 2.339 3.417
27 H 4.795 1.102 3.826
28 H 5.031 2.164 2.418
29 H 2.681 0.582 4.592
30 H 0.975 -0.976 5.352
31 H 0.011 -2.626 3.779
32 H 1.474 -3.450 0.646
33 H 0.006 -3.672 1.632
34 H 0.393 -1.362 -0.224
35 H 0.541 -3.503 -1.437
36 H -1.071 -3.893 -0.800
37 H -1.255 -2.870 -3.049
38 H -0.312 -1.478 -2.519
39 H -2.702 -0.911 -2.483
40 H -3.064 -2.314 -1.480
41 H -2.963 -0.368 -0.008
42 H -3.427 1.997 -0.148
43 H -3.520 1.061 -1.657
44 H -4.294 3.203 -2.245
45 H -3.023 4.047 -1.370
46 H -2.593 3.988 -3.849
47 H -2.575 2.231 -3.777
48 H -0.298 2.535 -3.478
49 H -0.479 4.180 -2.883
50 H -0.918 3.505 -0.661
51 H 0.328 2.362 -1.189
52 H -1.156 -1.118 1.531
53 H -2.078 -2.490 0.872
54 H 3.101 0.646 -0.297
55 H 3.441 -0.760 -1.333
56 H 4.415 -0.481 0.131

Forces on the atoms, in the same order (eV/Å):
C 0.143 0.203 0.175
O -0.283 -0.361 -0.186
C 0.038 0.046 -0.074
C 0.088 0.051 -0.097
C -0.057 -0.051 -0.001
C 0.076 0.032 -0.049
C 0.123 0.108 -0.142
C 0.472 -0.125 0.480
N 0.383 0.333 -0.092
C -0.022 -0.227 -0.720
C -0.162 -0.046 0.083
C 0.105 0.134 -0.097
C 0.081 -0.047 -0.040
C -0.413 -0.184 0.148
O 0.377 -0.036 0.018
N 0.153 0.102 -0.116
C -0.591 0.068 0.191
C 0.058 -0.178 -0.198
C -0.042 0.131 0.082
C -0.047 -0.082 0.097
C 0.537 0.246 -0.185
C -0.541 0.543 0.244
C -0.138 -0.124 0.106
O -0.174 -0.227 0.499
C 0.343 0.317 -0.470
H 0.020 -0.042 -0.007
H -0.033 0.014 -0.023
H -0.041 -0.007 0.099
H 0.077 0.101 0.034
H -0.028 0.005 0.115
H -0.106 -0.103 0.036
H -0.191 -0.007 -0.080
H -0.020 0.051 -0.098
H -0.213 -0.464 0.141
H -0.011 0.015 0.167
H 0.083 0.034 0.093
H 0.065 -0.025 0.011
H 0.029 -0.047 -0.068
H -0.082 -0.002 -0.006
H -0.051 0.007 0.008
H 0.062 -0.045 0.008
H -0.026 -0.069 -0.090
H 0.000 0.033 0.054
H -0.014 0.021 0.095
H -0.059 0.027 0.059
H -0.031 -0.057 -0.082
H -0.031 -0.003 -0.062
H 0.076 0.032 0.009
H 0.054 0.016 -0.026
H 0.042 -0.052 0.001
H -0.179 0.124 0.058
H 0.042 -0.136 -0.083
H 0.113 -0.003 -0.024
H 0.023 -0.074 -0.013
H 0.020 0.046 0.051
H -0.098 -0.018 -0.033

---

Molecular formula: C36H35F3N6O2Ti
Method: DFT, ωB97M-V/def2-TZVPD

Computed properties:
E_tot = -82204.4032 eV
charge = -2
lowest unoccupied orbital energy (alpha / beta) = 0.172 / 0.172 Ha
multiplicity = 1
frontier orbital gap (alpha / beta) = 5.6 / 5.6 eV

Geometry (Å):
1 Ti -0.214 0.422 -0.079
2 C 2.476 -2.911 1.693
3 C 1.924 -1.686 2.428
4 C 0.428 -1.626 2.742
5 N -0.510 -1.222 1.687
6 C -1.747 -1.558 1.895
7 C -2.223 -2.144 3.126
8 C -3.324 -2.917 3.391
9 C -4.375 -3.316 2.561
10 C -4.629 -2.779 1.312
11 C -3.968 -1.780 0.617
12 C -2.736 -1.108 0.867
13 N -2.344 -0.062 0.196
14 C -3.290 0.706 -0.589
15 C -3.291 0.351 -2.073
16 C -2.010 0.761 -2.791
17 N -0.867 0.129 -2.162
18 C 0.128 -0.261 -2.930
19 C 0.337 0.252 -4.238
20 C 1.240 -0.105 -5.221
21 C 2.162 -1.141 -5.267
22 C 2.390 -2.064 -4.249
23 C 1.867 -2.152 -2.979
24 C 0.959 -1.302 -2.269
25 N 0.636 -1.477 -1.017
26 C 1.031 -2.712 -0.374
27 C 2.466 -2.736 0.181
28 H 1.908 -3.810 1.967
29 H 3.505 -3.079 2.028
30 H 2.241 -0.797 1.892
31 H 2.408 -1.633 3.409
32 H 0.294 -0.913 3.563
33 H 0.142 -2.614 3.127
34 H -1.601 -1.932 3.983
35 H -3.380 -3.276 4.417
36 H -5.084 -4.036 2.955
37 H -5.516 -3.162 0.810
38 H -4.439 -1.496 -0.315
39 H -3.011 1.758 -0.482
40 H -4.300 0.598 -0.173
41 H -4.136 0.852 -2.559
42 H -3.432 -0.729 -2.187
43 H -1.921 1.853 -2.804
44 H -2.086 0.424 -3.832
45 H -0.265 1.118 -4.475
46 H 1.210 0.530 -6.103
47 H 2.751 -1.247 -6.172
48 H 3.122 -2.834 -4.484
49 H 2.270 -2.967 -2.393
50 H 0.880 -3.551 -1.067
51 H 0.333 -2.871 0.446
52 H 2.948 -1.786 -0.069
53 H 3.051 -3.527 -0.300
54 C 4.399 2.174 3.129
55 C 3.092 1.863 3.496
56 C 2.156 1.472 2.557
57 C 2.498 1.376 1.198
58 C 3.812 1.714 0.830
59 C 4.740 2.094 1.784
60 N 1.567 0.968 0.266
61 N 1.919 1.205 -1.085
62 C 1.089 2.180 -1.583
63 C 1.366 2.940 -2.734
64 C 0.534 4.008 -3.050
65 C -0.596 4.302 -2.291
66 C -0.949 3.434 -1.244
67 C -0.163 2.347 -0.931
68 H 5.126 2.482 3.871
69 H 2.790 1.931 4.535
70 H 1.147 1.229 2.864
71 H 4.065 1.670 -0.220
72 H 5.750 2.339 1.469
73 H 2.248 2.716 -3.326
74 H 0.780 4.637 -3.902
75 H -1.209 5.164 -2.532
76 H -1.881 3.607 -0.709
77 F -2.965 3.246 1.811
78 C -2.567 2.605 2.920
79 F -2.297 3.561 3.842
80 F -3.643 1.925 3.377
81 C -1.345 1.652 2.720
82 O -1.022 1.032 3.728
83 O -0.847 1.688 1.571

Forces on the atoms, in the same order (eV/Å):
Ti 0.051 -0.249 -0.280
C 0.000 0.020 0.007
C -0.014 0.015 -0.013
C 0.068 -0.028 0.013
N -0.027 0.069 0.101
C -0.021 0.026 -0.051
C -0.013 -0.010 -0.015
C 0.016 0.017 0.006
C -0.058 -0.063 0.021
C 0.028 0.033 0.012
C 0.036 -0.013 -0.004
C -0.042 -0.007 -0.016
N 0.202 0.059 -0.052
C -0.047 0.004 -0.061
C 0.026 -0.023 0.026
C -0.032 0.006 -0.002
N -0.031 -0.002 -0.345
C 0.001 0.019 0.017
C 0.015 -0.056 0.010
C -0.036 0.006 0.063
C 0.063 -0.031 -0.070
C -0.037 0.043 0.047
C -0.040 0.005 0.029
C 0.038 -0.117 0.062
N -0.188 0.024 -0.030
C 0.050 -0.044 0.034
C -0.034 0.044 0.017
H 0.006 -0.017 0.012
H -0.004 0.002 -0.010
H -0.034 -0.082 0.029
H 0.019 0.019 -0.015
H -0.008 -0.010 0.000
H -0.013 0.013 -0.023
H 0.030 0.007 -0.012
H 0.002 0.004 -0.008
H 0.008 0.008 0.000
H 0.009 0.015 -0.009
H 0.014 0.001 -0.004
H -0.013 -0.015 0.007
H 0.028 -0.003 -0.007
H -0.009 0.003 0.008
H -0.011 0.008 -0.013
H 0.019 -0.030 0.022
H -0.007 0.019 0.021
H -0.015 -0.001 0.022
H 0.000 -0.002 -0.001
H -0.010 0.013 0.007
H -0.011 0.004 0.017
H -0.015 0.015 -0.002
H -0.002 0.035 0.013
H 0.026 -0.029 -0.041
H 0.017 -0.018 -0.025
H -0.007 -0.026 0.010
C -0.006 -0.009 -0.041
C 0.017 0.014 0.029
C -0.096 -0.039 0.034
C 0.034 0.158 -0.118
C -0.067 0.005 -0.095
C 0.033 0.014 0.064
N 0.682 0.003 0.452
N -0.480 -0.200 -0.102
C -0.277 0.288 -0.044
C 0.158 -0.070 0.146
C -0.038 0.072 -0.074
C 0.045 -0.083 0.046
C -0.008 0.158 -0.027
C 0.067 -0.005 -0.054
H 0.006 0.002 0.009
H -0.011 -0.002 0.010
H 0.029 0.018 0.009
H 0.014 0.001 -0.006
H 0.003 0.003 -0.006
H 0.011 0.028 -0.012
H 0.018 -0.009 -0.001
H -0.010 0.007 0.002
H -0.011 -0.009 -0.002
F 0.033 -0.021 0.013
C -0.086 0.005 0.045
F -0.019 -0.040 -0.035
F 0.048 0.039 -0.011
C 0.109 0.094 -0.120
O -0.036 -0.023 0.094
O -0.154 -0.077 0.269

---

Molecular formula: C21H37AlBeBr2Cl2FNO14PSi
Method: DFT, ωB97M-V/def2-TZVPD

Computed properties:
E_tot = -244521.3871 eV
charge = -1
lowest unoccupied orbital energy = -0.154 Ha
multiplicity = 1
frontier orbital gap = 1.3 eV

Geometry (Å):
1 C 0.039 1.190 5.894
2 C -1.247 0.258 5.646
3 C -2.206 1.071 4.697
4 C -3.579 0.371 4.344
5 C -3.409 -0.900 3.414
6 C -2.301 -0.738 2.291
7 C -0.985 -1.584 2.640
8 C -0.220 -2.075 1.316
9 C 1.246 -1.465 1.188
10 Si 1.372 0.059 0.039
11 C 3.268 0.366 -0.228
12 C 3.657 1.648 0.615
13 N 4.176 1.567 1.801
14 P 0.584 1.942 0.938
15 O 0.312 1.538 2.597
16 Br -1.394 2.539 -0.055
17 H 0.897 0.585 6.343
18 H 0.341 1.732 4.938
19 H -0.187 2.026 6.638
20 H -1.717 0.140 6.677
21 H -0.953 -0.762 5.247
22 H -1.713 1.409 3.739
23 H -2.481 2.097 5.301
24 H -4.200 1.127 3.763
25 H -4.147 0.170 5.300
26 H -3.243 -1.869 3.985
27 H -4.409 -1.050 2.885
28 H -2.042 0.345 2.060
29 H -2.710 -1.151 1.309
30 H -1.211 -2.490 3.273
31 H -0.255 -0.953 3.238
32 H -0.096 -3.199 1.428
33 H -0.792 -1.810 0.371
34 H 1.735 -1.190 2.169
35 H 1.920 -2.260 0.718
36 H 0.715 -0.166 -1.250
37 H 3.814 -0.544 0.153
38 H 3.449 0.583 -1.320
39 H 3.488 2.682 0.103
40 H 4.253 0.559 2.012
41 H 1.107 1.025 2.857
42 O 1.128 -3.240 4.151
43 H 1.141 -3.601 3.215
44 H 1.973 -2.776 4.243
45 Al -2.378 1.327 -1.906
46 O 3.330 -1.211 4.943
47 Cl 3.575 -0.855 6.329
48 O 2.327 -0.918 7.068
49 O 4.104 0.490 6.395
50 O 4.525 -1.779 6.905
51 Br -3.031 3.633 5.234
52 O 3.250 1.783 -3.272
53 H 3.222 1.449 -4.183
54 H 4.097 2.243 -3.219
55 Cl 2.237 -4.939 2.608
56 C -7.715 -1.690 -3.605
57 C -7.025 -0.391 -3.254
58 C -6.770 0.510 -4.422
59 O -5.656 1.267 -3.964
60 C -5.000 0.499 -3.111
61 O -3.880 0.759 -2.675
62 O -5.695 -0.614 -2.785
63 H -7.245 -2.165 -4.470
64 H -7.642 -2.399 -2.778
65 H -8.768 -1.519 -3.834
66 H -7.578 0.122 -2.459
67 H -7.617 1.157 -4.653
68 H -6.469 -0.020 -5.328
69 Be 3.707 3.721 -1.030
70 C 6.911 0.026 -7.431
71 C 6.673 -0.065 -8.792
72 C 5.286 0.398 -9.206
73 O 4.907 0.464 -10.356
74 C 4.343 0.785 -8.145
75 C 4.579 0.863 -6.784
76 C 5.998 0.502 -6.381
77 O 6.423 0.577 -5.246
78 O 3.781 1.189 -5.900
79 O 7.448 -0.466 -9.662
80 H 7.881 -0.274 -7.047
81 H 3.356 1.035 -8.520
82 F -4.608 1.300 -5.746

Forces on the atoms, in the same order (eV/Å):
C 0.259 -0.106 0.237
C 0.498 2.764 1.285
C 0.099 -4.412 -2.051
C -0.127 1.255 0.233
C -0.418 -0.166 -0.516
C 0.265 -0.923 -0.257
C 0.222 0.691 -0.762
C 0.540 0.043 0.941
C 0.028 -0.366 -0.391
Si 0.849 -2.078 -0.074
C -0.178 1.683 0.135
C 0.771 -2.120 1.238
N -1.129 0.347 -2.279
P 0.864 1.524 2.025
O 0.376 0.080 -1.910
Br 0.758 0.901 2.506
H -1.053 0.818 -0.820
H -0.214 -0.953 1.203
H 0.003 -1.142 -0.859
H 0.300 -0.255 -1.423
H -0.481 1.040 0.011
H -0.311 -0.028 1.414
H -0.121 0.663 0.602
H 0.719 -0.862 0.657
H 0.608 -0.084 -1.048
H 0.020 1.397 -0.501
H 1.126 0.313 0.798
H -0.330 -1.302 0.431
H 0.388 0.426 1.278
H 0.021 1.071 -0.679
H -0.977 -0.792 -0.643
H -0.269 1.316 -0.559
H 0.460 -0.564 1.148
H -0.617 -0.553 -0.733
H -0.690 1.053 0.590
H -0.203 0.024 -0.243
H -0.429 1.020 -0.465
H -0.123 -0.447 1.030
H -0.034 -2.156 1.845
H 0.167 0.440 0.319
H -0.459 0.084 0.179
O -0.735 0.473 -0.227
H 0.024 0.389 0.985
H 0.204 0.149 0.274
Al 0.201 -1.161 -2.185
O -0.241 -0.022 -0.399
Cl 0.543 0.037 0.774
O 0.023 -0.017 -0.196
O -0.223 -0.196 -0.182
O -0.321 0.186 -0.244
Br 0.022 0.174 0.109
O -0.044 -0.077 -0.016
H 0.050 0.126 0.388
H -0.045 -0.022 -0.053
Cl 0.481 -0.792 -0.865
C 0.329 -0.349 0.068
C -1.122 -0.559 -0.337
C -0.687 0.106 -0.616
O 0.607 -0.507 3.470
C -2.680 0.474 -1.982
O -0.883 -0.452 0.079
O 1.629 0.567 0.372
H -0.001 0.141 0.022
H -0.133 0.110 0.028
H 0.070 0.075 0.056
H 0.128 0.021 0.028
H 0.270 0.184 0.084
H 0.261 0.160 0.091
Be 0.259 1.578 -1.387
C 0.345 0.083 2.295
C -0.580 -0.268 -3.392
C -0.807 0.380 -0.050
O 0.495 -0.195 0.251
C -0.401 -0.204 -2.199
C 0.616 0.139 3.276
C 0.807 -0.125 0.084
O -0.527 0.089 -0.271
O 0.492 -0.365 -1.695
O -0.438 0.351 1.329
H 0.060 -0.011 -0.067
H -0.056 0.045 0.062
F 0.828 -0.362 -1.654